DFT (ωB97M-V/def2-TZVPD) results for C21H24BN7PdS as an isolated structure.

```
! RIJCOSX wB97M-V def2-TZVPD def2/J DEFGRID3
* xyz 2 1
Pd -0.08937 0.48517 -0.00785
B -2.13367 -1.24478 2.22483
N -0.66678 -0.93541 2.62850
C -0.02868 -1.38905 3.70254
C 1.20200 -0.74138 3.81162
C 1.22980 0.12352 2.73939
N 0.07554 0.02070 2.04200
N -2.12284 -1.61768 0.69850
C -2.88522 -2.54806 0.12752
C -2.78444 -2.44635 -1.25699
C -1.91890 -1.39174 -1.46314
N -1.54122 -0.89678 -0.26944
H -2.48043 -2.22266 2.81990
H -2.82813 -0.27836 2.39364
H -0.49610 -2.12247 4.33855
H 1.94975 -0.87117 4.57379
H 2.01481 0.79350 2.43192
H -3.47266 -3.20962 0.74189
H -3.27709 -3.05036 -1.99787
H -1.54676 -0.97083 -2.38188
S 3.09105 1.35872 -2.94562
C 2.25252 -0.03078 -3.48767
C 1.21868 -0.40699 -2.67612
C 1.16256 0.50027 -1.60910
C 2.06778 1.50961 -1.57936
C 2.01083 2.48576 -0.51573
C 2.75689 3.64323 -0.37694
C 2.49071 4.48058 0.69403
C 1.48256 4.15443 1.59331
C 0.77938 2.98158 1.40971
N 1.05930 2.16564 0.38632
H 2.59034 -0.53046 -4.38274
H 0.59996 -1.27736 -2.81617
H 3.52319 3.88215 -1.10151
H 3.06254 5.38958 0.82431
H 1.24482 4.79293 2.43150
H -0.00028 2.66334 2.08825
C -4.20441 2.27108 -2.66140
C -2.84464 2.98499 -2.62394
C -1.86495 2.22019 -1.86559
N -1.10886 1.61495 -1.25869
H -4.91107 2.90543 -3.19071
H -4.58503 2.09468 -1.65736
H -4.13398 1.32124 -3.18760
H -2.91718 3.96700 -2.15180
H -2.43615 3.13059 -3.62612
C 1.91836 -4.97008 0.71503
C 2.66903 -3.64376 0.87776
C 1.85715 -2.50491 0.45664
N 1.21000 -1.62645 0.10138
H 2.56463 -5.78525 1.03182
H 1.63914 -5.13791 -0.32345
H 1.01845 -4.98718 1.32735
H 3.58483 -3.62792 0.28467
H 2.95223 -3.47508 1.91810
*
```

The energy relative to the best compared isomer or geometry (same formula, charge and spin) is 1.1288 eV. For the largest force on an atom, the calculation gives 0.84 eV/A. The value obtained for the HOMO energy is -14.77 eV. The LUMO energy is -0.300 hartree.

=====

DFT (ωB97M-V/def2-TZVPD) results for C21H24Br2CrN4O2Si as an isolated structure.

```
! RIJCOSX wB97M-V def2-TZVPD def2/J DEFGRID3
* xyz 1 4
Cr -0.55993 -0.42724 -0.05351
Br -6.56957 -1.92030 -2.64212
C -4.93386 -1.51334 -1.84407
C -4.74478 -1.72113 -0.49195
C -3.50528 -1.41796 0.04250
N -2.49494 -0.95547 -0.69043
C -2.69518 -0.73112 -2.00079
C -3.89911 -0.99931 -2.61434
C -1.49563 -0.25050 -2.76124
C -1.56677 0.22121 -4.05469
C -0.38269 0.54626 -4.70345
Br -0.43083 1.23638 -6.43452
C 0.82669 0.35567 -4.06206
C 0.80111 -0.06958 -2.74789
N -0.33177 -0.32922 -2.09310
H -5.53436 -2.10490 0.13735
H -3.31215 -1.52054 1.10184
H -4.03679 -0.82767 -3.67126
H -2.51773 0.34321 -4.55291
H 1.76543 0.55478 -4.55912
H 1.71197 -0.18326 -2.17608
C 1.54172 -2.29744 4.05436
C 2.15656 -1.29738 3.12577
C 3.41852 -0.83162 3.35590
C 3.96899 0.14589 2.51530
C 3.22936 0.66741 1.49897
C 1.90987 0.21305 1.26149
N 1.43743 -0.80415 2.06547
N 1.09883 0.68541 0.30749
Si 1.16160 2.38901 -0.14103
C 2.50896 2.84441 -1.34583
C -0.49944 2.74770 -0.90750
C 1.36969 3.42480 1.38359
H 2.18836 -2.40881 4.92027
H 1.42067 -3.26878 3.57942
H 0.56747 -1.95597 4.40269
H 3.97403 -1.22267 4.19508
H 4.98414 0.48702 2.67749
H 3.63899 1.40767 0.82658
H 2.63240 2.14582 -2.17672
H 3.47436 2.94314 -0.84381
H 2.27432 3.82482 -1.77505
H -0.61527 2.31743 -1.90687
H -0.62986 3.82889 -1.01151
H -1.31386 2.38455 -0.26859
H 2.38963 3.38492 1.77193
H 0.68937 3.10667 2.17871
H 1.14879 4.47152 1.15095
C -1.12353 -3.16572 2.52772
O -0.00344 -2.67317 1.79690
C 0.08718 -1.30298 1.64343
O -0.95277 -0.53691 1.87583
H -0.94763 -4.23046 2.65233
H -2.05231 -3.01978 1.98020
H -1.22697 -2.69026 3.50091
*
```

For the largest force on an atom, the calculation gives 1.18 eV/A. The value obtained for the HOMO energy (alpha / beta) is -10.65 / -10.28 eV. The LUMO energy (alpha / beta) is -0.138 / -0.140 hartree.

=====

DFT (ωB97M-V/def2-TZVPD) results for C21H24BrN4NaO as an isolated structure.

```
! RIJCOSX wB97M-V def2-TZVPD def2/J DEFGRID3
* xyz 0 1
Na -0.20630 0.42040 -0.03270
C -1.36670 -2.42110 -0.36470
N -1.78030 -1.13080 0.16550
C -2.95620 -0.64800 -0.54210
C -2.00220 -1.22400 1.59620
C -3.16290 -1.82370 2.04560
C -3.46670 -1.91820 3.39130
C -2.55570 -1.39850 4.29150
C -1.37600 -0.82850 3.86430
C -1.02340 -0.70860 2.49900
N 0.08650 -0.16680 1.93580
C 1.17380 0.40980 2.50680
C 1.49070 0.58630 3.87620
C 2.62580 1.23330 4.31250
C 3.55830 1.71960 3.41590
C 3.30760 1.53850 2.06830
C 2.15540 0.92930 1.60920
N 1.95370 0.81510 0.17830
C 2.22180 2.06530 -0.51500
C 2.78540 -0.24510 -0.36720
H -2.11260 -3.20800 -0.17450
H -0.43100 -2.71470 0.10410
H -1.22040 -2.34100 -1.44170
H -3.74370 -1.40730 -0.64700
H -2.66890 -0.34010 -1.54910
H -3.37910 0.20150 -0.01180
H -3.86680 -2.22340 1.32920
H -4.38680 -2.37770 3.71680
H -2.76370 -1.44520 5.35080
H -0.72580 -0.46100 4.63340
H 0.84010 0.20950 4.64240
H 2.78860 1.35200 5.37400
H 4.45550 2.22120 3.74650
H 4.03850 1.89780 1.35540
H 3.29490 2.29500 -0.60070
H 1.74460 2.88820 0.01550
H 1.82540 2.00600 -1.53150
H 3.85580 -0.07590 -0.17980
H 2.63500 -0.30830 -1.44450
H 2.50770 -1.19010 0.09080
O -1.68140 2.31800 -6.10250
C -1.26240 1.81100 -4.93120
C -0.53060 0.62240 -4.83570
C -0.13940 0.18850 -3.58740
N -0.42360 0.82940 -2.45890
C -1.11700 1.95340 -2.56530
Br -1.49430 2.82120 -0.92580
C -1.56260 2.49570 -3.75140
H -1.39770 1.75100 -6.83210
H -0.27930 0.05870 -5.72310
H 0.43440 -0.71800 -3.46260
H -2.11680 3.41860 -3.78890
*
```

For the largest force on an atom, the calculation gives 1.24 eV/A. The value obtained for the HOMO energy is -5.77 eV. The LUMO energy is -0.005 hartree.

=====

DFT (ωB97M-V/def2-TZVPD) results for C21H24ClFeN2O4 as an isolated structure.

```
! RIJCOSX wB97M-V def2-TZVPD def2/J DEFGRID3
* xyz -1 1
Fe -0.55505 0.74034 1.30420
C -3.52780 1.02286 4.24265
C -2.30889 1.10321 3.37860
N -2.16040 0.38260 2.31204
O -3.23670 -0.45561 1.99579
C -1.21106 1.99367 3.64788
C -1.08665 2.92956 4.80229
N -0.25196 1.89428 2.73422
O 0.81566 2.56559 2.82289
H -3.92049 0.00828 4.24824
H -4.31112 1.67632 3.85070
H -3.30044 1.33482 5.25960
H -2.81845 -1.12690 1.43655
H -2.06224 3.23416 5.18230
H -0.54166 3.81548 4.47466
H -0.51620 2.49718 5.63123
Cl -1.59956 -4.54310 -2.04912
C -0.94996 -3.48946 -0.81183
C 0.06155 -2.59707 -1.12716
C 0.56316 -1.76244 -0.14356
C 0.07213 -1.78025 1.17491
C 0.49633 -0.76372 2.14538
C -0.93971 -2.71656 1.45401
C -1.45130 -3.56014 0.47689
H 0.44700 -2.53958 -2.13743
H 1.34148 -1.05626 -0.41023
H 1.55650 -0.51027 2.05467
H 0.25217 -1.01739 3.17807
H -1.32392 -2.78248 2.46648
H -2.23167 -4.27225 0.71348
C 3.75282 -1.35501 -4.28731
C 2.70847 -0.52052 -3.59346
C 3.03574 0.27704 -2.50606
C 2.08297 1.06368 -1.86193
C 2.45582 1.86643 -0.64391
C 0.77468 1.05785 -2.33979
C 0.41866 0.26466 -3.43128
C -1.00754 0.24139 -3.91081
C 1.39090 -0.51751 -4.04126
C -0.28945 1.85953 -1.61499
O -0.74314 2.88371 -2.09700
O -0.65189 1.29283 -0.51908
H 4.63457 -1.48360 -3.65888
H 4.07621 -0.88683 -5.22047
H 3.36715 -2.34526 -4.53581
H 4.05711 0.28106 -2.13669
H 3.52447 2.08451 -0.63755
H 2.22293 1.32885 0.28026
H 1.90889 2.80796 -0.59560
H -1.67747 -0.08507 -3.11182
H -1.12407 -0.43671 -4.75647
H -1.33076 1.24082 -4.20509
H 1.11218 -1.14463 -4.88343
*
```

The energy relative to the best compared isomer or geometry (same formula, charge and spin) is 0.0000 eV. For the largest force on an atom, the calculation gives 0.33 eV/A. The value obtained for the HOMO energy (alpha / beta) is -4.49 / -4.39 eV. The LUMO energy (alpha / beta) is 0.102 / 0.102 hartree.

=====

Repeat the third record exactly.
DFT (ωB97M-V/def2-TZVPD) results for C21H24BrN4NaO as an isolated structure.

```
! RIJCOSX wB97M-V def2-TZVPD def2/J DEFGRID3
* xyz 0 1
Na -0.20630 0.42040 -0.03270
C -1.36670 -2.42110 -0.36470
N -1.78030 -1.13080 0.16550
C -2.95620 -0.64800 -0.54210
C -2.00220 -1.22400 1.59620
C -3.16290 -1.82370 2.04560
C -3.46670 -1.91820 3.39130
C -2.55570 -1.39850 4.29150
C -1.37600 -0.82850 3.86430
C -1.02340 -0.70860 2.49900
N 0.08650 -0.16680 1.93580
C 1.17380 0.40980 2.50680
C 1.49070 0.58630 3.87620
C 2.62580 1.23330 4.31250
C 3.55830 1.71960 3.41590
C 3.30760 1.53850 2.06830
C 2.15540 0.92930 1.60920
N 1.95370 0.81510 0.17830
C 2.22180 2.06530 -0.51500
C 2.78540 -0.24510 -0.36720
H -2.11260 -3.20800 -0.17450
H -0.43100 -2.71470 0.10410
H -1.22040 -2.34100 -1.44170
H -3.74370 -1.40730 -0.64700
H -2.66890 -0.34010 -1.54910
H -3.37910 0.20150 -0.01180
H -3.86680 -2.22340 1.32920
H -4.38680 -2.37770 3.71680
H -2.76370 -1.44520 5.35080
H -0.72580 -0.46100 4.63340
H 0.84010 0.20950 4.64240
H 2.78860 1.35200 5.37400
H 4.45550 2.22120 3.74650
H 4.03850 1.89780 1.35540
H 3.29490 2.29500 -0.60070
H 1.74460 2.88820 0.01550
H 1.82540 2.00600 -1.53150
H 3.85580 -0.07590 -0.17980
H 2.63500 -0.30830 -1.44450
H 2.50770 -1.19010 0.09080
O -1.68140 2.31800 -6.10250
C -1.26240 1.81100 -4.93120
C -0.53060 0.62240 -4.83570
C -0.13940 0.18850 -3.58740
N -0.42360 0.82940 -2.45890
C -1.11700 1.95340 -2.56530
Br -1.49430 2.82120 -0.92580
C -1.56260 2.49570 -3.75140
H -1.39770 1.75100 -6.83210
H -0.27930 0.05870 -5.72310
H 0.43440 -0.71800 -3.46260
H -2.11680 3.41860 -3.78890
*
```

For the largest force on an atom, the calculation gives 1.24 eV/A. The value obtained for the HOMO energy is -5.77 eV. The LUMO energy is -0.005 hartree.

=====

Please write out number 2 again, unchanged.
DFT (ωB97M-V/def2-TZVPD) results for C21H24Br2CrN4O2Si as an isolated structure.

```
! RIJCOSX wB97M-V def2-TZVPD def2/J DEFGRID3
* xyz 1 4
Cr -0.55993 -0.42724 -0.05351
Br -6.56957 -1.92030 -2.64212
C -4.93386 -1.51334 -1.84407
C -4.74478 -1.72113 -0.49195
C -3.50528 -1.41796 0.04250
N -2.49494 -0.95547 -0.69043
C -2.69518 -0.73112 -2.00079
C -3.89911 -0.99931 -2.61434
C -1.49563 -0.25050 -2.76124
C -1.56677 0.22121 -4.05469
C -0.38269 0.54626 -4.70345
Br -0.43083 1.23638 -6.43452
C 0.82669 0.35567 -4.06206
C 0.80111 -0.06958 -2.74789
N -0.33177 -0.32922 -2.09310
H -5.53436 -2.10490 0.13735
H -3.31215 -1.52054 1.10184
H -4.03679 -0.82767 -3.67126
H -2.51773 0.34321 -4.55291
H 1.76543 0.55478 -4.55912
H 1.71197 -0.18326 -2.17608
C 1.54172 -2.29744 4.05436
C 2.15656 -1.29738 3.12577
C 3.41852 -0.83162 3.35590
C 3.96899 0.14589 2.51530
C 3.22936 0.66741 1.49897
C 1.90987 0.21305 1.26149
N 1.43743 -0.80415 2.06547
N 1.09883 0.68541 0.30749
Si 1.16160 2.38901 -0.14103
C 2.50896 2.84441 -1.34583
C -0.49944 2.74770 -0.90750
C 1.36969 3.42480 1.38359
H 2.18836 -2.40881 4.92027
H 1.42067 -3.26878 3.57942
H 0.56747 -1.95597 4.40269
H 3.97403 -1.22267 4.19508
H 4.98414 0.48702 2.67749
H 3.63899 1.40767 0.82658
H 2.63240 2.14582 -2.17672
H 3.47436 2.94314 -0.84381
H 2.27432 3.82482 -1.77505
H -0.61527 2.31743 -1.90687
H -0.62986 3.82889 -1.01151
H -1.31386 2.38455 -0.26859
H 2.38963 3.38492 1.77193
H 0.68937 3.10667 2.17871
H 1.14879 4.47152 1.15095
C -1.12353 -3.16572 2.52772
O -0.00344 -2.67317 1.79690
C 0.08718 -1.30298 1.64343
O -0.95277 -0.53691 1.87583
H -0.94763 -4.23046 2.65233
H -2.05231 -3.01978 1.98020
H -1.22697 -2.69026 3.50091
*
```

For the largest force on an atom, the calculation gives 1.18 eV/A. The value obtained for the HOMO energy (alpha / beta) is -10.65 / -10.28 eV. The LUMO energy (alpha / beta) is -0.138 / -0.140 hartree.